Entry 1:
Entry from OMol25: a structure of composition C55H75N3O5PtS2 (wB97M-V/def2-TZVPD).

HOMO level (spin up / spin down)	-12.498 / -12.603	eV
Kohn-Sham gap (spin up / spin down)	8.65 / 5.53	eV
electronic energy	-3596.399657	Ha
energy above the lowest of the compared OMol25 structures with the same formula, charge and spin	14.6	kcal per mole

ORCA input file:
```
! wB97M-V def2-TZVPD RIJCOSX def2/J DEFGRID3
* xyz 2 5
Pt -0.350 -0.706 -0.639
C 2.924 -2.027 -0.387
O 1.990 -0.941 -0.540
C 2.493 0.351 -0.307
C 2.543 1.206 -1.393
C 2.163 0.752 -2.792
C 0.945 1.408 -3.412
C 0.917 1.766 -4.723
C -0.250 2.301 -5.339
C -1.388 2.528 -4.542
C -1.426 2.227 -3.205
C -2.724 2.478 -2.438
C -2.786 2.325 -0.925
C -2.886 3.481 -0.166
C -2.906 3.481 1.230
C -2.712 2.265 1.859
C -2.616 1.073 1.143
C -2.497 -0.245 1.891
C -1.208 -0.497 2.652
C -1.208 -1.208 3.810
C -0.009 -1.576 4.479
C 1.222 -1.155 3.939
C 1.305 -0.413 2.794
C 2.683 -0.082 2.226
C 2.826 0.775 0.977
C 3.349 2.051 1.106
C 3.515 2.920 0.026
C 3.057 2.488 -1.207
C 4.246 4.247 0.220
C 3.476 5.131 1.209
C 5.645 3.947 0.788
C 4.417 5.008 -1.094
C 0.076 -0.068 2.113
O 0.144 0.604 1.037
C -0.099 -2.429 5.725
C 1.274 -2.831 6.265
C -0.887 -3.713 5.394
C -0.847 -1.634 6.812
C -2.739 1.113 -0.234
O -2.680 -0.134 -0.885
C -3.705 -0.467 -1.826
C -3.202 4.775 1.987
C -4.548 5.330 1.492
C -2.098 5.807 1.721
C -3.306 4.543 3.495
C -0.253 1.609 -2.622
O -0.302 1.259 -1.411
C -0.233 2.588 -6.826
C 0.126 1.292 -7.576
C -1.579 3.092 -7.347
C 0.842 3.655 -7.108
H 3.937 -1.633 -0.449
H 2.755 -2.724 -1.207
H 2.755 -2.543 0.555
H 1.993 -0.327 -2.791
H 3.011 0.935 -3.453
H 1.814 1.636 -5.316
H -2.274 2.954 -4.995
H -3.499 1.877 -2.920
H -2.992 3.513 -2.654
H -2.939 4.428 -0.692
H -2.644 2.213 2.940
H -2.603 -1.073 1.190
H -3.327 -0.325 2.595
H -2.161 -1.516 4.224
H 2.143 -1.451 4.425
H 3.194 -1.039 2.085
H 3.227 0.428 3.023
H 3.634 2.380 2.100
H 3.110 3.146 -2.066
H 3.294 4.616 2.154
H 2.512 5.433 0.793
H 4.051 6.034 1.427
H 5.591 3.532 1.796
H 6.229 4.868 0.837
H 6.179 3.236 0.154
H 3.454 5.286 -1.530
H 4.982 4.427 -1.826
H 4.970 5.929 -0.906
H 1.850 -3.390 5.524
H 1.138 -3.476 7.134
H 1.854 -1.964 6.588
H -0.419 -4.253 4.567
H -1.923 -3.499 5.126
H -0.899 -4.363 6.271
H -0.316 -0.713 7.058
H -0.918 -2.240 7.717
H -1.860 -1.374 6.501
H -4.573 0.170 -1.668
H -3.985 -1.504 -1.647
H -3.342 -0.365 -2.850
H -4.489 5.670 0.456
H -4.845 6.182 2.105
H -5.331 4.572 1.559
H -1.977 6.003 0.654
H -1.140 5.461 2.115
H -2.348 6.751 2.208
H -4.092 3.825 3.738
H -3.553 5.484 3.987
H -2.362 4.190 3.917
H -0.629 0.521 -7.402
H 1.097 0.896 -7.277
H 0.164 1.495 -8.647
H -2.377 2.365 -7.178
H -1.505 3.253 -8.422
H -1.864 4.043 -6.892
H 1.842 3.306 -6.846
H 0.641 4.571 -6.550
H 0.839 3.896 -8.172
C -0.330 -3.124 -2.721
N -1.154 -3.968 -1.880
C -1.517 -5.253 -2.489
C -1.890 -6.267 -1.433
C -2.893 -5.630 -0.494
N -2.306 -4.428 0.090
C -2.652 -4.092 1.469
C -1.498 -3.621 -0.619
O -1.080 -2.566 -0.066
H 0.702 -3.482 -2.760
H -0.318 -2.091 -2.364
H -0.739 -3.110 -3.731
H -0.659 -5.602 -3.065
H -2.347 -5.101 -3.186
H -1.005 -6.562 -0.867
H -2.312 -7.154 -1.904
H -3.151 -6.304 0.319
H -3.816 -5.384 -1.028
H -2.693 -5.011 2.050
H -3.625 -3.596 1.523
H -1.891 -3.446 1.893
S 0.972 -4.138 1.828
C 1.856 -5.543 1.780
N 3.112 -5.702 2.197
C 3.777 -6.980 1.950
C 2.663 -8.003 1.730
S 1.230 -7.041 1.143
H 3.636 -4.898 2.504
H 4.386 -7.253 2.809
H 4.425 -6.904 1.076
H 2.377 -8.500 2.654
H 2.926 -8.746 0.983
*
```

Mulliken atomic charge list, values in e, 99 entries: number 1, Pt, carries 4.359; number 2, C, carries -0.945; number 3, O, carries -0.732; number 4, C, carries -0.230; number 5, C, carries -0.083; number 6, C, carries -1.226; number 7, C, carries 0.267; number 8, C, carries -0.891; number 9, C, carries 0.131; number 10, C, carries -0.750; number 11, C, carries -0.152; number 12, C, carries -1.209; number 13, C, carries -0.022; number 14, C, carries -0.468; number 15, C, carries -0.257; number 16, C, carries -0.271; number 17, C, carries -0.153; number 18, C, carries -0.652; number 19, C, carries 0.049; number 20, C, carries -1.000; number 21, C, carries 0.295; number 22, C, carries -0.178; number 23, C, carries 0.054; number 24, C, carries -1.470; number 25, C, carries -0.060; number 26, C, carries -0.340; number 27, C, carries -0.220; number 28, C, carries 0.030; number 29, C, carries 1.809; number 30, C, carries -1.665; number 31, C, carries -1.614; number 32, C, carries -2.119; number 33, C, carries 0.773; number 34, O, carries -1.401; number 35, C, carries 2.037; number 36, C, carries -2.040; number 37, C, carries -1.352; number 38, C, carries -1.670; number 39, C, carries -0.179; number 40, O, carries -0.724; number 41, C, carries -1.215; number 42, C, carries 1.861; number 43, C, carries -1.649; number 44, C, carries -1.646; number 45, C, carries -2.085; number 46, C, carries 0.379; number 47, O, carries -1.180; number 48, C, carries 1.967; number 49, C, carries -1.526; number 50, C, carries -2.095; number 51, C, carries -1.546; number 52, H, carries 0.437; number 53, H, carries 0.193; number 54, H, carries -0.118; number 55, H, carries 0.265; number 56, H, carries 0.666; number 57, H, carries 0.587; number 58, H, carries 0.717; number 59, H, carries 0.520; number 60, H, carries 0.713; number 61, H, carries 0.461; number 62, H, carries 0.685; number 63, H, carries -0.292; number 64, H, carries 0.969; number 65, H, carries 0.598; number 66, H, carries 0.733; number 67, H, carries 0.243; number 68, H, carries 0.806; number 69, H, carries 0.495; number 70, H, carries 0.712; number 71, H, carries 0.302; number 72, H, carries 0.390; number 73, H, carries 0.461; number 74, H, carries 0.322; number 75, H, carries 0.464; number 76, H, carries 0.357; number 77, H, carries 0.401; number 78, H, carries 0.394; number 79, H, carries 0.440; number 80, H, carries 0.342; number 81, H, carries 0.446; number 82, H, carries 0.399; number 83, H, carries 0.140; number 84, H, carries 0.320; number 85, H, carries 0.520; number 86, H, carries 0.390; number 87, H, carries 0.471; number 88, H, carries 0.324; number 89, H, carries 0.441; number 90, H, carries 0.182; number 91, H, carries 0.317; number 92, H, carries 0.318; number 93, H, carries 0.473; number 94, H, carries 0.351; number 95, H, carries 0.313; number 96, H, carries 0.379; number 97, H, carries 0.459; number 98, H, carries 0.391; number 99, H, carries 0.448

=====

Entry 2:
Entry from OMol25: a cluster of 6 separate species, CH15NO5 in total (wB97M-V/def2-TZVPD).

HOMO level	-10.336	eV
Kohn-Sham gap	10.87	eV
electronic energy	-477.985047	Ha
energy above the lowest of the compared OMol25 structures with the same formula, charge and spin	51.5	kcal per mole

ORCA input file:
```
! wB97M-V def2-TZVPD RIJCOSX def2/J DEFGRID3
* xyz 0 1
C 2.865 -0.050 -0.042
N 2.379 -1.416 -0.301
H 3.853 0.112 -0.625
H 2.069 0.721 -0.304
H 3.019 0.193 0.991
H 3.144 -1.976 -0.205
H 2.124 -1.576 -1.223
O -0.937 1.077 2.885
H -1.773 1.050 3.587
H -0.827 0.223 2.635
O -1.936 5.486 -2.590
H -1.376 5.646 -3.391
H -1.360 4.969 -1.982
O -0.081 -2.346 0.744
H 0.773 -2.030 0.354
H 0.177 -3.277 0.820
O -4.296 -5.909 -2.396
H -4.568 -5.320 -1.604
H -3.475 -5.511 -2.597
O 0.154 3.467 1.382
H -0.168 3.901 2.113
H 0.241 2.567 1.751
*
```

The computed Mulliken charges, all in e, follow: number 1, C, carries -0.741; number 2, N, carries -0.583; number 3, H, carries 0.274; number 4, H, carries 0.255; number 5, H, carries 0.283; number 6, H, carries 0.214; number 7, H, carries 0.238; number 8, O, carries -0.627; number 9, H, carries 0.318; number 10, H, carries 0.303; number 11, O, carries -0.656; number 12, H, carries 0.325; number 13, H, carries 0.330; number 14, O, carries -0.702; number 15, H, carries 0.471; number 16, H, carries 0.298; number 17, O, carries -0.641; number 18, H, carries 0.331; number 19, H, carries 0.310; number 20, O, carries -0.597; number 21, H, carries 0.288; number 22, H, carries 0.310

=====

Entry 3:
Entry from OMol25: the ion C9H17NO2P with charge +1 (wB97M-V/def2-TZVPD).

HOMO level	-12.447	eV
Kohn-Sham gap	8.63	eV
electronic energy	-899.404123	Ha
energy above the lowest of the compared OMol25 structures with the same formula, charge and spin	23.0	kcal per mole

ORCA input file:
```
! wB97M-V def2-TZVPD RIJCOSX def2/J DEFGRID3
* xyz 1 1
C 0.302 0.116 0.035
C 0.527 0.705 -1.011
C -1.429 -2.223 2.413
C -2.749 -2.949 2.143
C 1.422 -1.866 0.819
C 0.742 -0.045 2.381
C 0.883 3.699 -1.943
C -0.558 1.624 -3.501
C 0.287 -0.829 1.152
N -1.072 -1.420 1.335
O -0.759 -2.462 3.353
O 2.228 1.704 -2.997
P 0.801 1.867 -2.332
H -2.474 -3.954 1.772
H -3.397 -3.180 3.060
H -3.477 -2.273 1.640
H 1.505 -2.683 1.605
H 2.391 -1.243 0.746
H 1.114 -2.432 -0.140
H 0.701 -0.817 3.159
H 0.117 0.706 2.802
H 1.873 0.136 2.194
H 0.978 4.336 -2.782
H 1.599 4.060 -1.118
H -0.004 4.028 -1.326
H -0.444 1.790 -4.546
H -1.532 2.124 -3.176
H -0.755 0.468 -3.324
H -1.614 -1.405 0.512
H 2.795 2.420 -2.924
*
```

The computed Mulliken charges, all in e, follow: number 1, C, carries -0.029; number 2, C, carries -0.454; number 3, C, carries 0.620; number 4, C, carries -1.092; number 5, C, carries -1.289; number 6, C, carries -1.289; number 7, C, carries -1.273; number 8, C, carries -1.057; number 9, C, carries 1.054; number 10, N, carries -0.239; number 11, O, carries -0.514; number 12, O, carries -0.508; number 13, P, carries 1.064; number 14, H, carries 0.262; number 15, H, carries 0.330; number 16, H, carries 0.334; number 17, H, carries 0.349; number 18, H, carries 0.364; number 19, H, carries 0.341; number 20, H, carries 0.393; number 21, H, carries 0.416; number 22, H, carries 0.329; number 23, H, carries 0.453; number 24, H, carries 0.398; number 25, H, carries 0.362; number 26, H, carries 0.388; number 27, H, carries 0.353; number 28, H, carries 0.346; number 29, H, carries 0.251; number 30, H, carries 0.339

=====

Entry 4:
Entry from OMol25: a cluster of 14 separate species, C5H39NO13 in total (wB97M-V/def2-TZVPD).

HOMO level	-8.901	eV
Kohn-Sham gap	8.78	eV
electronic energy	-1246.722341	Ha
energy above the lowest of the compared OMol25 structures with the same formula, charge and spin	61.7	kcal per mole

ORCA input file:
```
! wB97M-V def2-TZVPD RIJCOSX def2/J DEFGRID3
* xyz 0 1
C 0.473 -1.744 -2.755
N -0.110 -1.757 -1.393
C -0.747 -1.366 1.511
C -1.211 -0.448 0.369
C -0.283 -0.414 -0.849
C 1.086 0.175 -0.442
H 0.321 -0.803 -3.300
H -0.193 -2.339 -3.395
H 1.500 -2.093 -2.744
H 0.563 -2.264 -0.828
H 0.016 -2.046 1.131
H -1.600 -1.833 1.990
H -0.336 -0.769 2.322
H -2.208 -0.693 0.004
H -1.276 0.564 0.758
H -0.671 0.222 -1.644
H 1.714 0.567 -1.222
H 1.011 1.054 0.215
H 1.625 -0.554 0.174
H 3.403 -2.605 2.612
H 2.686 -1.440 2.302
O 2.955 -2.262 1.824
H -0.918 2.431 -2.596
H -2.050 1.754 -3.409
O -1.128 2.023 -3.442
H 1.475 0.442 2.616
H 1.674 0.177 4.070
O 2.053 -0.053 3.214
H 2.112 -4.044 0.228
H 0.873 -4.181 1.138
O 1.204 -4.366 0.256
H 0.610 2.786 -0.760
H 0.549 3.878 -1.770
O 0.134 3.614 -0.938
H -4.385 -0.270 0.889
H -4.151 -0.049 -0.653
O -4.063 0.339 0.223
H -0.110 2.242 2.202
H -1.204 2.028 3.224
O -0.352 1.667 2.941
H -2.349 3.134 2.033
H -3.722 2.478 1.922
O -3.090 2.825 2.563
H 3.789 1.807 -0.705
H 3.305 3.323 -0.530
O 3.084 2.396 -0.434
H 2.355 3.490 2.202
H 1.328 3.821 1.030
O 1.736 3.131 1.563
H 2.475 1.638 -2.483
H 2.228 0.278 -3.241
O 2.604 1.158 -3.304
H -1.381 -3.194 -0.019
H -2.366 -3.628 0.991
O -2.304 -3.483 0.041
H -3.101 -2.977 -2.046
H -2.428 -1.749 -1.573
O -3.205 -2.022 -2.077
*
```

The computed Mulliken charges, all in e, follow: number 1, C, carries -1.138; number 2, N, carries 0.051; number 3, C, carries -1.630; number 4, C, carries 0.957; number 5, C, carries 0.666; number 6, C, carries 0.687; number 7, H, carries 0.353; number 8, H, carries 0.325; number 9, H, carries 0.296; number 10, H, carries 0.191; number 11, H, carries 0.022; number 12, H, carries 0.442; number 13, H, carries 0.391; number 14, H, carries -0.292; number 15, H, carries 0.407; number 16, H, carries -0.048; number 17, H, carries -0.707; number 18, H, carries -0.355; number 19, H, carries -0.165; number 20, H, carries 0.320; number 21, H, carries 0.347; number 22, O, carries -0.563; number 23, H, carries 0.310; number 24, H, carries 0.295; number 25, O, carries -0.628; number 26, H, carries 0.122; number 27, H, carries 0.387; number 28, O, carries -0.716; number 29, H, carries 0.305; number 30, H, carries 0.296; number 31, O, carries -0.640; number 32, H, carries 0.274; number 33, H, carries 0.333; number 34, O, carries -0.718; number 35, H, carries 0.314; number 36, H, carries 0.265; number 37, O, carries -0.596; number 38, H, carries 0.150; number 39, H, carries 0.388; number 40, O, carries -0.560; number 41, H, carries 0.289; number 42, H, carries 0.311; number 43, O, carries -0.646; number 44, H, carries 0.293; number 45, H, carries 0.269; number 46, O, carries -0.481; number 47, H, carries 0.230; number 48, H, carries 0.280; number 49, O, carries -0.554; number 50, H, carries 0.395; number 51, H, carries 0.309; number 52, O, carries -0.674; number 53, H, carries 0.404; number 54, H, carries 0.314; number 55, O, carries -0.652; number 56, H, carries 0.313; number 57, H, carries 0.187; number 58, O, carries -0.727